[1]
{"formula": "C3H8N2O3P", "method": "ωB97M-V/def2-TZVPD", "elements": ["C", "C", "C", "N", "N", "O", "O", "O", "P", "H", "H", "H", "H", "H", "H", "H", "H"], "positions_angstrom": [[0.19118, -1.26106, -0.26883], [1.50816, -0.26452, -0.21834], [0.31771, 1.67538, -0.30389], [-0.88657, -0.62289, -0.84982], [1.12011, 0.96406, 0.33085], [-2.77326, 1.32552, -0.82595], [-3.13038, -1.00937, 0.18251], [-1.77501, 0.52347, 1.59642], [-2.05826, 0.20090, -0.06276], [0.53745, -2.13475, -0.78961], [0.17046, -1.66073, 0.78450], [2.30125, -0.77950, 0.25972], [1.81784, -0.10838, -1.33352], [0.04001, 1.49954, -1.39290], [-0.19636, 2.58724, 0.20400], [-1.32930, 1.32616, 1.63966], [-2.64730, -1.83370, 0.16393]], "total_charge": -1, "s2": 2.01, "spin_multiplicity": 3, "homo_lumo_gap_ev": [3.6, 6.1]}

[2]
{"formula": "C18H56O13", "method": "ωB97M-V/def2-TZVPD", "elements": ["C", "O", "H", "H", "H", "H", "C", "O", "H", "H", "H", "H", "C", "C", "O", "O", "H", "H", "H", "H", "H", "H", "C", "C", "O", "O", "H", "H", "H", "H", "H", "H", "C", "C", "O", "O", "H", "H", "H", "H", "H", "H", "C", "C", "O", "H", "H", "H", "H", "H", "H", "C", "C", "O", "H", "H", "H", "H", "H", "H", "C", "C", "O", "H", "H", "H", "H", "H", "H", "C", "C", "O", "H", "H", "H", "H", "H", "H", "C", "C", "O", "H", "H", "H", "H", "H", "H"], "positions_angstrom": [[-2.32437, -23.65973, -19.24274], [-3.64187, -23.83222, -18.79584], [-2.23247, -23.97227, -20.29232], [-2.02286, -22.60366, -19.27256], [-1.60072, -24.16797, -18.60296], [-4.16421, -23.01762, -18.86132], [-2.99222, -20.84237, -17.00057], [-1.76526, -21.28889, -16.48620], [-3.69529, -21.65613, -16.81966], [-3.42250, -20.00823, -16.42762], [-3.05094, -20.47652, -18.02946], [-0.97155, -20.92381, -16.88385], [-4.60365, -23.94899, -14.81625], [-3.35304, -24.54607, -15.45197], [-3.64741, -25.56108, -16.36143], [-5.37119, -23.22322, -15.78280], [-4.34646, -23.33707, -13.94725], [-5.30540, -24.66950, -14.36784], [-2.71398, -24.90318, -14.63651], [-2.84432, -23.66561, -15.86318], [-3.78082, -25.14194, -17.21747], [-5.90330, -23.83412, -16.32041], [0.21880, -26.52695, -19.58918], [1.15820, -27.68390, -19.91731], [1.79817, -27.55696, -21.16686], [0.91230, -25.29750, -19.76484], [-0.20097, -26.51118, -18.58308], [-0.63665, -26.54355, -20.27882], [0.55418, -28.60069, -19.90860], [1.86048, -27.80894, -19.08622], [1.87488, -28.42037, -21.57124], [1.43259, -25.39691, -20.57257], [-7.28303, -22.56629, -21.06709], [-6.92924, -22.39194, -19.58547], [-5.56096, -21.96457, -19.48552], [-6.59474, -23.68690, -21.58416], [-7.03019, -21.63773, -21.58901], [-8.33926, -22.82072, -21.15855], [-7.15675, -23.33403, -19.08663], [-7.56450, -21.62128, -19.13743], [-5.62954, -21.00641, -19.45413], [-5.66146, -23.64688, -21.34648], [-3.33376, -27.45196, -20.42207], [-3.03547, -27.03796, -21.86987], [-3.78694, -27.78551, -22.79442], [-2.78349, -26.93622, -19.63835], [-3.05511, -28.51058, -20.35571], [-4.40829, -27.40436, -20.24855], [-1.97284, -27.18033, -22.08489], [-3.35765, -26.00224, -21.97144], [-3.65418, -28.73438, -22.76846], [1.23991, -23.96854, -15.96019], [0.61538, -24.27456, -17.31163], [0.37484, -23.02979, -17.96596], [0.49898, -23.43834, -15.36021], [2.11074, -23.33255, -16.09897], [1.51589, -24.90079, -15.46728], [-0.27054, -24.92302, -17.29159], [1.31054, -24.88854, -17.90503], [0.12106, -23.27827, -18.86439], [-1.94870, -19.00446, -19.99382], [-0.72389, -18.49018, -20.68378], [-0.02599, -17.58391, -19.84518], [-2.51965, -19.59658, -20.71573], [-2.58233, -18.18483, -19.65781], [-1.69165, -19.71525, -19.20546], [-1.04173, -17.99743, -21.61266], [-0.04716, -19.30276, -20.96964], [0.87659, -17.43420, -20.12717], [-8.02088, -26.46000, -18.32680], [-6.92315, -26.00819, -17.39601], [-7.46782, -25.27224, -16.29650], [-7.59129, -27.00599, -19.17176], [-8.63614, -25.64593, -18.70766], [-8.63559, -27.24253, -17.87498], [-6.17136, -25.44814, -17.95840], [-6.46542, -26.93096, -17.03013], [-6.86065, -25.38060, -15.55665], [-1.62771, -23.12478, -23.19705], [-3.01005, -22.47540, -23.07600], [-2.78131, -21.06739, -22.98416], [-1.00305, -22.67050, -23.96221], [-1.72416, -24.20462, -23.33553], [-1.12713, -22.95571, -22.23939], [-3.54101, -22.85482, -22.20784], [-3.54047, -22.63386, -24.01900], [-2.69303, -20.63880, -23.83460]], "smiles": "OCCO.OCCO.OCCO.CCO.CCO.CCO.CCO.CCO.CO.CO", "homo_lumo_gap_ev": 9.8}

[3]
{"formula": "C5H7IN2O", "method": "ωB97M-V/def2-TZVPD", "elements": ["C", "C", "C", "C", "C", "N", "N", "O", "I", "H", "H", "H", "H", "H", "H", "H"], "positions_angstrom": [[0.27119, -0.15312, 0.16775], [-0.83239, 0.68085, -0.14962], [1.31376, 0.69743, 0.33580], [0.33963, -1.64257, 0.27414], [-2.24109, 0.09368, -0.36588], [-0.49992, 1.94408, -0.24630], [0.80123, 1.97670, -0.05433], [2.57311, 0.51332, 0.70976], [3.99466, -0.65655, -0.21782], [1.33315, -1.99810, 0.38665], [-0.44836, -1.95815, 1.02002], [-0.04463, -2.17673, -0.68901], [-2.62753, 0.36891, -1.33315], [-2.39505, -0.96092, -0.28810], [-2.87111, 0.43862, 0.40084], [1.33336, 2.83255, 0.04925]], "e_above_lowest_kcal_mol": 0.0, "s2": 2.02, "spin_multiplicity": 3, "homo_lumo_gap_ev": [8.2, 5.3]}